No. 1
{
  "formula": "C10H13GeNS6Sn",
  "method": "ωB97M-V/def2-TZVPD",
  "charge": -2,
  "fmax_ev_per_a": 4.12,
  "molar_mass_g_mol": 530.944,
  "spin_multiplicity": 1,
  "e_tot_ha": -5123.8933,
  "species": ["Sn", "Ge", "S", "S", "S", "S", "S", "S", "N", "C", "C", "C", "C", "C", "C", "C", "C", "C", "C", "H", "H", "H", "H", "H", "H", "H", "H", "H", "H", "H", "H", "H"],
  "xyz": [[0.20, -1.31, -0.62], [-0.58, 0.51, 2.56], [-2.18, 3.38, -2.79], [3.38, -5.79, -5.27], [0.05, -3.84, -0.88], [3.54, -3.47, -3.42], [2.56, -1.46, -1.54], [1.48, -5.44, -2.92], [-0.40, 2.00, -1.54], [0.13, 2.27, -2.78], [-0.64, 3.04, -3.59], [0.46, -0.69, 1.40], [2.88, -4.98, -3.94], [-0.07, 2.44, 2.44], [1.32, -3.98, -2.00], [-0.44, 0.20, 4.48], [-2.50, 0.50, 2.14], [-1.60, 2.49, -1.44], [2.38, -3.01, -2.21], [-2.16, 2.53, -0.50], [1.10, 1.84, -3.01], [0.80, 2.57, 3.10], [1.41, -1.13, 1.77], [-2.98, -0.35, 2.65], [-2.88, 1.46, 2.55], [-1.13, -0.57, 4.83], [0.56, -0.03, 4.86], [-0.71, 1.17, 4.96], [0.18, 2.69, 1.42], [-2.76, 0.53, 1.07], [-0.95, 3.05, 2.81], [-0.45, 3.41, -4.58]]
}

No. 2
{
  "formula": "C20H59N5O7",
  "method": "ωB97M-V/def2-TZVPD",
  "fmax_ev_per_a": 2.41,
  "molar_mass_g_mol": 481.720,
  "spin_multiplicity": 1,
  "smiles": "COC[C@H](C)N.COC[C@H](C)N.COC[C@H](C)N.COC[C@H](C)N.COC[C@H](C)N.O.O",
  "e_above_lowest_kcal_mol": 29.33,
  "e_tot_ha": -1597.7271,
  "species": ["O", "O", "O", "O", "O", "O", "O", "N", "N", "N", "N", "N", "C", "C", "C", "C", "C", "C", "C", "C", "C", "C", "C", "C", "C", "C", "C", "C", "C", "C", "C", "C", "H", "H", "H", "H", "H", "H", "H", "H", "H", "H", "H", "H", "H", "H", "H", "H", "H", "H", "H", "H", "H", "H", "H", "H", "H", "H", "H", "H", "H", "H", "H", "H", "H", "H", "H", "H", "H", "H", "H", "H", "H", "H", "H", "H", "H", "H", "H", "H", "H", "H", "H", "H", "H", "H", "H", "H", "H", "H", "H"],
  "xyz": [[5.59, -3.09, 0.48], [-0.64, 0.25, -0.27], [1.55, 4.78, 0.41], [-1.15, -2.73, 4.15], [-0.90, -2.52, -0.28], [-0.09, 2.96, -4.06], [-5.33, -0.47, 0.28], [-4.55, -2.82, -1.39], [-2.20, -3.41, 6.65], [0.88, 1.63, 2.18], [2.98, -2.96, -2.19], [0.89, 6.46, -4.81], [0.51, 4.04, -4.74], [1.78, 2.66, 1.63], [3.90, -2.46, -1.20], [-1.49, -5.72, 6.36], [6.65, -2.28, 0.00], [-4.45, 0.24, 1.10], [-1.34, -4.11, 4.43], [0.07, 5.41, -4.18], [-1.23, -4.26, 5.95], [-1.13, -2.42, 2.78], [0.75, 5.90, 0.15], [0.46, 2.72, -2.78], [-1.40, 5.66, -4.45], [0.87, 3.68, 0.97], [4.69, -3.56, -0.49], [-4.97, -0.44, -1.10], [2.71, 2.02, 0.59], [-3.27, -1.40, -2.77], [3.22, -1.51, -0.18], [-3.90, -1.47, -1.39], [-0.17, 5.61, -0.38], [-4.52, 0.55, -1.27], [6.50, -1.23, 0.24], [-0.54, -4.69, 3.96], [-3.84, -3.51, -1.12], [0.33, 3.22, 0.12], [-3.14, -3.67, 6.34], [2.22, 1.45, -0.19], [4.05, -4.28, 0.03], [-1.62, -3.07, 0.04], [-5.22, -2.88, -0.61], [3.92, -0.75, 0.14], [7.56, -2.64, 0.49], [-2.65, -2.25, -3.04], [-0.86, -6.41, 5.80], [-1.70, 5.70, -5.50], [-0.75, -0.71, -0.09], [-1.76, 6.62, -4.06], [-5.84, -0.50, -1.76], [-4.82, 0.15, 2.11], [3.27, 2.81, 0.07], [6.81, -2.40, -1.08], [1.40, 0.81, 2.47], [-4.05, -1.30, -3.52], [-1.04, -3.34, 2.19], [-0.24, -3.99, 6.31], [0.08, 3.95, 1.69], [5.18, -4.25, -1.20], [3.36, 1.33, 1.12], [-2.26, -4.49, 3.97], [1.60, 3.98, -4.66], [2.80, -2.17, 0.58], [-1.31, -5.84, 7.43], [2.24, -3.47, -1.71], [3.35, -3.58, -2.89], [0.32, 7.30, -4.84], [-0.30, 2.17, -2.22], [0.56, 3.61, -2.15], [4.64, -1.84, -1.72], [2.34, -1.09, -0.68], [1.41, 2.18, -2.79], [1.02, 6.28, -5.81], [-2.01, 4.88, -3.97], [0.18, 0.31, -0.77], [0.20, 1.33, 1.49], [-3.11, -1.43, -0.63], [-4.42, 1.33, 0.94], [-2.10, -2.01, 2.47], [-0.34, -1.74, 2.49], [-2.08, -2.50, 6.19], [0.17, 5.42, -3.10], [-2.56, -0.56, -2.80], [-2.53, -6.02, 6.20], [0.48, 6.42, 1.07], [-3.40, -0.05, 1.02], [0.18, 3.94, -5.78], [-0.18, -3.13, -0.45], [2.35, 3.09, 2.45], [1.34, 6.59, -0.45]]
}

No. 3
{
  "formula": "C42H40F3MgN10PS",
  "method": "ωB97M-V/def2-TZVPD",
  "charge": 2,
  "fmax_ev_per_a": 0.56,
  "molar_mass_g_mol": 829.192,
  "spin_multiplicity": 1,
  "e_above_lowest_kcal_mol": 17.64,
  "e_tot_ha": -3410.8333,
  "species": ["S", "P", "Mg", "F", "F", "F", "N", "N", "N", "N", "N", "N", "N", "N", "N", "N", "C", "C", "C", "C", "C", "C", "C", "C", "C", "C", "C", "C", "C", "C", "C", "C", "C", "C", "C", "C", "C", "C", "C", "C", "C", "C", "C", "C", "C", "C", "C", "C", "C", "C", "C", "C", "C", "C", "C", "C", "C", "C", "H", "H", "H", "H", "H", "H", "H", "H", "H", "H", "H", "H", "H", "H", "H", "H", "H", "H", "H", "H", "H", "H", "H", "H", "H", "H", "H", "H", "H", "H", "H", "H", "H", "H", "H", "H", "H", "H", "H", "H"],
  "xyz": [[0.69, -6.76, -1.92], [-0.57, 1.04, -2.61], [0.10, -0.40, 1.24], [-0.59, 9.31, -2.04], [-2.15, 8.30, -3.15], [-0.11, 8.30, -3.89], [0.19, -0.92, 3.26], [1.58, -0.11, 0.00], [-1.80, 0.53, -5.12], [-1.36, 2.87, -4.59], [-1.31, -7.33, -0.28], [-0.27, -2.52, 0.92], [-1.86, 0.02, 1.69], [2.55, 0.37, 0.81], [0.83, 1.63, 1.93], [0.47, 1.41, -5.17], [-1.73, 0.05, -3.70], [0.81, -3.31, 0.94], [-2.16, -0.40, 2.94], [-0.38, -6.48, -0.70], [1.13, -1.69, -1.76], [-4.17, 0.46, 1.27], [0.86, 1.02, -3.81], [1.53, -2.48, -2.82], [2.23, 1.15, 1.78], [-1.40, -3.04, 0.44], [-0.58, 6.96, -2.01], [-0.06, 2.77, -5.25], [0.52, 2.64, 1.04], [-1.57, 6.42, -1.20], [0.82, -4.61, 0.47], [0.26, 3.56, 0.32], [1.13, -1.50, 5.37], [-3.48, -0.43, 3.38], [-0.86, 8.22, -2.78], [3.19, 1.54, 2.79], [-0.40, 0.49, -5.78], [3.37, -0.88, -1.50], [-1.30, 5.28, -0.45], [0.46, 2.04, 3.27], [3.76, -1.67, -2.57], [-0.04, 4.69, -0.50], [0.68, 6.38, -2.07], [-0.11, -1.37, 5.97], [2.85, -2.48, -3.24], [-1.20, -1.01, 5.19], [-4.49, 0.00, 2.54], [0.95, 5.25, -1.32], [-1.25, 2.70, -3.14], [-1.50, -4.34, -0.02], [-2.29, 1.99, -5.19], [1.23, -1.25, 4.01], [-1.03, -0.80, 3.83], [2.04, -0.88, -1.07], [1.37, 2.23, 4.23], [2.79, 2.04, 3.96], [-0.36, -5.14, -0.04], [-2.84, 0.44, 0.89], [0.63, 3.46, -4.78], [1.93, 4.78, -1.36], [-0.59, 3.48, -2.75], [-0.24, -1.53, 7.03], [-0.04, -0.53, -5.68], [-1.40, -0.99, -3.72], [-2.42, 2.21, -6.25], [0.09, -1.71, -1.43], [3.50, 2.31, 4.73], [1.29, 0.02, -3.83], [-2.55, 6.88, -1.16], [-2.23, 2.86, -2.68], [0.81, -3.13, -3.31], [2.19, -1.31, 3.51], [-1.34, -8.25, -0.69], [-2.45, -4.71, -0.41], [1.73, -2.87, 1.32], [-3.73, -0.80, 4.36], [-3.26, 2.02, -4.68], [1.63, 1.70, -3.45], [1.44, 6.81, -2.70], [-1.87, -7.16, 0.54], [-2.27, -2.39, 0.43], [-0.59, 2.25, 3.39], [3.16, -3.09, -4.07], [4.09, -0.26, -0.99], [1.72, -5.19, 0.46], [4.23, 1.38, 2.55], [-5.52, -0.01, 2.87], [-2.43, -0.06, -5.65], [4.80, -1.67, -2.88], [-2.53, 0.77, -0.09], [-0.56, 0.73, -6.83], [-4.93, 0.81, 0.59], [-2.17, -0.87, 5.66], [2.00, -1.78, 5.94], [1.04, 2.55, 5.21], [-0.18, 3.05, -6.30], [-2.74, 0.09, -3.28], [-2.07, 4.85, 0.18]]
}

No. 4
{
  "formula": "C4H8O2",
  "method": "ωB97M-V/def2-TZVPD",
  "fmax_ev_per_a": 0.66,
  "molar_mass_g_mol": 88.106,
  "spin_multiplicity": 1,
  "e_above_lowest_kcal_mol": 153.09,
  "e_tot_ha": -307.4685,
  "species": ["O", "O", "C", "C", "C", "C", "H", "H", "H", "H", "H", "H", "H", "H"],
  "xyz": [[-0.58, -0.99, -1.41], [0.90, 1.07, -0.38], [0.12, -0.88, 1.00], [-0.17, 1.74, -0.15], [0.21, -1.36, -0.45], [1.16, -0.19, 0.20], [0.72, -2.34, -0.54], [-1.53, 0.08, -0.99], [-1.82, 0.84, -0.72], [-0.78, -0.37, 1.30], [-0.28, 2.63, -0.77], [2.23, -0.32, 0.33], [0.51, -1.56, 1.76], [-0.68, 1.65, 0.81]]
}

Quick rundown of lowest unoccupied orbital energy, same order as above: 3.87, -0.16, -5.41, -0.47 eV